# 1
Computed, not measured: a molecular structure, C47H49IrN5P3SSe in a non-equilibrium geometry, with ωB97M-V with the def2-TZVPD basis set.

Structure (XYZ):
```
107
Properties=species:S:1:pos:R:3:forces:R:3
Ir 0.57089 0.51096 1.50691 -0.102 -0.484 0.828
S 1.22394 -1.76055 1.58669 0.086 -0.200 0.043
C -0.05087 -2.65656 0.68354 2.780 0.123 0.426
N 0.29875 -3.68523 -0.05160 -0.818 -0.022 0.079
N 1.54032 -4.09223 -0.00120 0.167 0.586 0.858
C 2.14579 -4.82552 -1.00402 0.190 -0.646 -0.784
C 1.44197 -5.24424 -2.13570 -0.011 0.222 0.354
C 2.10156 -5.93930 -3.13061 0.091 -0.070 -0.031
C 3.45396 -6.23075 -3.01641 0.036 0.022 -0.021
C 4.14873 -5.81877 -1.88730 -0.034 -0.094 -0.100
C 3.50521 -5.12132 -0.88500 -0.329 0.067 0.167
N -1.33796 -2.34377 0.67190 -3.128 0.340 -0.985
N -1.81862 -1.20451 0.89513 2.352 -0.631 1.041
C -3.19752 -1.10129 0.74173 -1.493 0.055 0.329
C -3.73768 0.09290 0.26302 0.112 0.199 1.101
C -5.09958 0.24652 0.11912 -0.308 -0.093 0.235
C -5.95570 -0.80013 0.43439 0.122 0.016 -0.073
C -5.42734 -2.00604 0.87025 -0.119 -0.074 0.035
C -4.06349 -2.16315 1.01808 0.406 0.013 0.061
H 2.12707 -3.74190 0.75436 0.076 0.181 -0.346
H 0.38959 -5.01528 -2.20972 -0.049 0.015 -0.062
H 1.55160 -6.25853 -4.00398 -0.027 -0.030 -0.054
H 3.96269 -6.77430 -3.79932 0.014 -0.023 -0.027
H 5.20056 -6.04350 -1.78625 0.073 -0.025 0.005
H 4.04832 -4.79192 -0.00866 0.037 0.023 0.047
H -3.05672 0.87953 -0.01772 -0.108 0.185 0.416
H -5.50559 1.18114 -0.24387 0.050 0.005 -0.065
H -7.02358 -0.68504 0.31730 -0.051 0.015 0.010
H -6.08347 -2.83581 1.09210 -0.031 -0.031 0.023
H -3.64573 -3.10911 1.33285 0.017 -0.038 0.077
C -1.36701 -1.65675 3.99054 0.005 -0.115 -0.643
P -0.75219 -0.06724 3.34411 0.861 0.831 1.559
C 0.16588 0.43833 4.86300 -0.091 -0.119 -0.101
C -2.10936 1.12587 3.51940 -0.107 -0.083 -0.426
C -3.22397 0.89267 4.31343 -0.087 -0.022 -0.006
C -4.17224 1.88796 4.48008 0.008 -0.057 -0.019
C -3.99639 3.12384 3.87550 -0.055 0.084 0.012
C -2.87398 3.37041 3.10267 -0.076 -0.027 -0.063
C -1.93548 2.36482 2.90518 0.027 -0.375 -0.294
P -0.42022 2.62265 1.91509 0.111 0.348 0.031
C -0.91438 3.67722 0.50328 0.059 -0.314 0.105
C 0.38168 3.86122 3.01117 0.273 -0.220 -0.136
H -2.32287 -1.92299 3.54632 -0.042 -0.082 -0.051
H -1.46413 -1.55246 5.06946 -0.075 0.045 -0.025
H -0.63522 -2.43691 3.78383 -0.005 0.028 -0.065
H -0.51490 0.44937 5.71467 -0.006 -0.036 0.015
H 0.59689 1.42777 4.73402 0.008 -0.016 0.023
H 0.97173 -0.27212 5.05348 0.033 -0.006 0.020
H -3.36403 -0.06418 4.79616 -0.023 -0.049 0.012
H -5.05202 1.69572 5.07745 -0.026 0.014 0.032
H -4.74250 3.89513 4.00517 -0.005 0.045 0.004
H -2.74692 4.34094 2.63988 -0.013 0.026 -0.004
H -1.33344 4.62552 0.83536 -0.019 0.000 0.037
H -1.63599 3.16173 -0.12930 -0.035 -0.035 -0.016
H -0.01705 3.87107 -0.08508 -0.007 0.043 -0.013
H -0.38636 4.41358 3.54933 -0.013 0.021 -0.068
H 0.99065 4.55413 2.43350 0.033 0.030 -0.003
H 1.02048 3.34748 3.72892 0.055 0.042 0.024
N -1.33124 -0.05890 -1.24052 -0.163 0.099 -0.182
C -2.49958 -0.37671 -1.90266 0.172 -0.133 -1.212
C -2.89103 -1.71396 -2.02544 0.159 0.124 -0.337
C -4.07827 -2.03088 -2.65854 -0.031 0.111 -0.002
C -4.88810 -1.03120 -3.17965 -0.129 0.056 0.039
C -4.50061 0.29587 -3.06127 0.111 -0.042 -0.176
C -3.31509 0.62682 -2.43112 0.225 -0.154 -0.386
H -0.97298 0.87341 -1.34252 0.108 -0.063 -0.245
H -0.65594 -0.79968 -1.15797 0.158 0.164 -0.058
H -2.25947 -2.49197 -1.61629 0.017 -0.058 -0.021
H -4.37300 -3.06664 -2.75391 -0.003 -0.053 0.027
H -5.81592 -1.28236 -3.67269 -0.026 -0.021 -0.042
H -5.11490 1.07620 -3.48889 -0.051 0.052 0.035
H -3.01005 1.66394 -2.34768 0.026 0.061 0.005
Se 2.87661 0.72509 3.05728 -1.934 0.110 -1.279
C 5.00483 -2.29935 -1.58032 0.011 0.083 -0.047
C 5.07908 -1.56264 -0.40676 0.015 -0.036 0.003
C 4.11406 -0.61508 -0.12031 -0.083 -0.004 0.026
C 3.06179 -0.37189 -1.00551 -0.115 -0.108 0.114
C 3.00019 -1.11336 -2.18128 -0.072 0.051 0.058
C 3.96473 -2.07013 -2.46306 0.039 -0.051 -0.048
P 1.90839 0.97175 -0.50377 0.889 0.159 0.007
C 3.16683 2.26424 -0.17574 -0.130 0.051 0.222
C 3.02610 3.12170 0.90681 -0.073 -0.089 -0.082
C 3.95117 4.12672 1.14693 0.109 0.096 -0.036
C 5.02834 4.27792 0.29169 0.000 0.051 0.086
C 5.17494 3.43091 -0.79930 0.022 -0.061 -0.089
C 4.24984 2.43126 -1.03864 -0.038 -0.005 0.025
C 1.26164 1.64379 -2.10184 -0.308 -0.009 0.184
C 1.37393 3.01712 -2.33616 -0.008 -0.057 0.032
C 0.94306 3.57721 -3.52807 0.007 0.058 -0.040
C 0.39614 2.77719 -4.51821 -0.013 -0.003 0.036
C 0.24359 1.41915 -4.28881 -0.048 0.026 -0.024
C 0.65491 0.86182 -3.08922 0.124 -0.017 -0.103
H 5.75805 -3.03951 -1.81120 0.021 -0.024 -0.001
H 5.89534 -1.71949 0.28496 0.018 -0.010 0.039
H 4.18841 -0.04503 0.79626 0.024 -0.060 -0.011
H 2.22761 -0.94943 -2.91207 -0.010 0.003 -0.019
H 3.89987 -2.63095 -3.38582 -0.012 -0.046 -0.004
H 2.18689 2.98627 1.56915 0.065 0.018 0.047
H 3.83837 4.78269 1.99963 -0.024 0.002 0.035
H 5.76004 5.05136 0.47432 0.041 0.049 0.007
H 6.01959 3.55093 -1.46297 0.021 0.000 -0.041
H 4.36159 1.77992 -1.89526 0.054 -0.025 -0.025
H 1.82646 3.65546 -1.59029 0.009 0.050 -0.040
H 1.05260 4.64170 -3.68539 0.010 0.017 -0.007
H 0.08638 3.20447 -5.46134 -0.031 0.042 -0.014
H -0.20955 0.78981 -5.04273 0.011 -0.036 0.004
H 0.48058 -0.19262 -2.94645 0.044 0.018 0.013
```
Positions in Å, forces in eV/Å.

Computed properties:
2S+1   2
Total charge   +1
LUMO energy (spin up / spin down)   -4.1 / -4.3 eV
HOMO energy (spin up / spin down)   -9.27 / -9.26 eV
⟨S²⟩   0.7993
Gap between HOMO and LUMO (spin up / spin down)   5.2 / 5.0 eV

=====

# 2
Computed, not measured: 5 unconnected molecules or ions with the total composition H10O5, with ωB97M-V with the def2-TZVPD basis set.

Structure (XYZ):
```
15
Properties=species:S:1:pos:R:3:forces:R:3
O 3.81839 -0.88013 1.08330 -0.073 -0.104 0.068
O -5.01858 2.54742 -1.25289 0.088 0.243 0.402
O 1.60171 -2.76721 0.66804 0.148 -0.662 -0.412
O -2.97081 0.70655 0.08245 0.256 -0.154 0.167
O 2.28148 0.85457 -1.04303 0.700 -0.265 -0.397
H 3.07140 -1.44055 0.81840 -0.060 0.097 -0.090
H -4.06886 2.61280 -1.41001 -0.027 -0.142 -0.071
H 1.15576 -2.90143 -0.18625 0.175 0.220 0.418
H -2.51278 0.17349 0.75076 -0.274 0.328 -0.219
H 2.60745 0.45837 -1.86648 -0.393 0.193 0.134
H 3.73805 -0.85520 2.04220 0.103 0.120 -0.030
H -5.16599 3.13012 -0.49470 -0.061 -0.077 -0.276
H 2.09443 -3.59675 0.80234 -0.275 0.431 -0.003
H -3.72344 1.12219 0.51674 0.021 -0.200 -0.006
H 3.09178 0.83577 -0.51088 -0.328 -0.026 0.316
```
Positions in Å, forces in eV/Å.

Computed properties:
Energy above the lowest of the compared OMol25 structures with the same formula, charge and spin   26.1 kcal/mol
LUMO energy   0.4 eV
HOMO energy   -10.99 eV
SMILES string   O.O.O.O.O
Gap between HOMO and LUMO   11.4 eV

=====

# 3
Computed, not measured: 5 unconnected molecules or ions with the total composition H10O5, with ωB97M-V with the def2-TZVPD basis set.

Structure (XYZ):
```
15
Properties=species:S:1:pos:R:3:forces:R:3
H 0.85940 1.68449 1.61833 -0.066 0.162 -0.046
H 0.52347 0.24926 1.24777 -0.327 0.019 -0.009
H -1.05017 -0.12227 2.66570 -0.195 0.263 -0.081
H -2.41923 -0.69664 2.99099 -0.056 -0.035 -0.132
H 0.48651 1.32801 -3.41248 -0.110 0.040 0.087
H 0.43085 1.16058 -1.90288 0.004 -0.016 0.115
H 2.03941 0.03422 0.23824 0.111 0.155 -0.284
H 2.89392 -0.22216 -0.99226 -0.066 -0.022 -0.106
H -1.46930 -2.64350 -1.21407 -0.059 0.092 -0.010
H -0.84951 -1.46376 -0.48325 -0.167 0.110 -0.041
O 0.17700 1.14741 1.20015 0.375 -0.071 0.254
O -1.91733 -0.28583 2.27803 0.023 -0.266 0.347
O -0.02509 1.58642 -2.63757 0.148 -0.006 -0.165
O 1.99774 0.01048 -0.72441 0.215 -0.191 0.092
O -1.67767 -1.76672 -0.87229 0.170 -0.236 -0.021
```
Positions in Å, forces in eV/Å.

Computed properties:
Energy above the lowest of the compared OMol25 structures with the same formula, charge and spin   38.7 kcal/mol
LUMO energy   -0.1 eV
HOMO energy   -10.69 eV
SMILES string   O.O.O.O.O
Gap between HOMO and LUMO   10.6 eV

=====

Taking the records one at a time from the top gives electronic energy values of -163866.32911, -10399.71846, -10399.16971 eV.